The following is a DFT calculation (the ωB97M-V functional and the def2-TZVPD basis) of the molecule C20H27N5O3 in a non-equilibrium geometry.

Atoms and positions in Å:
C 2.3619 3.8598 -0.1535
C 3.2216 2.6621 0.2285
C 2.8852 2.0663 1.6000
C 3.9810 1.0842 2.0168
C 1.5154 1.3495 1.6496
N 1.2494 0.5726 0.4566
C 0.3233 0.8896 -0.4775
O -0.2325 1.9592 -0.5739
O 0.1559 -0.1697 -1.2926
C -0.7078 -0.0835 -2.4482
C -0.1820 0.9756 -3.4172
C -2.1454 0.2254 -2.0303
C -0.6269 -1.4775 -3.0734
C 0.3735 2.3003 2.0082
O 0.4987 3.4616 2.3055
N -0.8495 1.6849 2.1293
N -1.0393 0.4102 1.8085
C -2.2171 -0.0529 1.6823
C -2.4777 -1.4032 1.2440
C -3.7891 -1.7876 1.0271
C -4.1236 -3.0436 0.5110
C -3.1467 -3.9437 0.1849
C -1.7951 -3.6074 0.3984
N -0.8442 -4.5054 0.0639
C 0.3986 -4.1805 0.2893
C 0.7437 -2.9502 0.8805
N -0.1513 -2.0533 1.1978
C -1.4421 -2.3416 0.9522
H 1.3276 3.5651 -0.2967
H 2.3940 4.6160 0.6262
H 2.7262 4.2985 -1.0805
H 4.2687 2.9752 0.2536
H 3.1280 1.8858 -0.5341
H 2.8401 2.8818 2.3282
H 4.0495 0.2672 1.3016
H 3.7801 0.6693 3.0024
H 4.9448 1.5861 2.0522
H 1.5345 0.6402 2.4893
H 1.4721 -0.4082 0.5019
H 0.8518 0.7610 -3.6793
H -0.7832 0.9790 -4.3221
H -0.2300 1.9580 -2.9556
H -2.7869 0.2299 -2.9072
H -2.1926 1.1996 -1.5519
H -2.5033 -0.5298 -1.3334
H -0.9705 -2.2255 -2.3627
H -1.2481 -1.5233 -3.9629
H 0.4005 -1.7056 -3.3443
H -1.6515 2.3065 2.2778
H -3.1013 0.5790 1.8429
H -4.5822 -1.0876 1.2490
H -5.1639 -3.2895 0.3594
H -3.3706 -4.9114 -0.2350
H 1.1511 -4.9054 0.0088
H 1.7768 -2.7132 1.1044

SMILES string: CC[C@H](C)[C@H](NC(=O)OC(C)(C)C)C(=O)N/N=C/c1cccc2nccnc12
Net charge: 0
Highest occupied orbital energy: -8.44 eV
E_tot: -34771.800 eV
Relative energy (zero: lowest compared OMol25 entry of this formula, charge and spin): 246.06 kJ/mol
Lowest unoccupied orbital energy: -0.7 eV

Results of the Löwdin charge analysis, in e, for atoms 1 through 4: -0.091, -0.220, -0.326, -0.069